{"formula": "C5H8N2O2S", "method": "wB97M-V/def2-TZVPD", "fmax_ha_per_bohr": 0.0969, "charge": 0, "symbols": ["C", "H", "C", "N", "O", "C", "S", "C", "O", "H", "N", "H", "H", "H", "C", "H", "H", "H"], "coordinates": [[1.365, -2.192, 0.325], [-0.376, 1.818, -0.975], [-0.460, 0.581, 0.496], [1.670, -0.984, -0.226], [1.513, 0.873, -1.387], [0.200, -2.853, 0.129], [2.201, 0.668, 0.115], [-2.283, 2.095, 0.034], [3.591, 1.014, 0.196], [0.192, -3.939, 0.552], [-0.973, 1.530, -0.126], [2.222, -2.648, 0.952], [-1.005, 0.306, 1.328], [-0.545, -2.522, -0.511], [0.858, -0.305, -1.151], [-2.827, 1.752, 0.922], [-2.996, 1.609, -0.638], [-2.346, 3.198, -0.034]]}

***

{"formula": "C5H8N2O2S", "method": "wB97M-V/def2-TZVPD", "spin_multiplicity": 3, "fmax_ha_per_bohr": 0.1549, "charge": 0, "symbols": ["H", "C", "H", "C", "H", "N", "C", "O", "H", "H", "N", "O", "H", "H", "H", "C", "S", "C"], "coordinates": [[2.242, 1.798, -1.194], [2.578, 0.398, 0.356], [2.345, -0.638, 0.633], [-2.090, 0.937, 0.357], [-1.753, -2.153, 0.919], [-1.506, -0.293, 0.187], [-0.217, -0.444, -0.158], [0.375, -1.499, -0.281], [-3.305, -1.109, 0.592], [2.255, 0.931, 1.210], [0.349, 0.780, -0.550], [-3.214, 1.179, 0.633], [1.905, 0.175, -1.680], [-2.434, -2.074, -0.696], [3.682, 0.566, 0.322], [-2.315, -1.455, 0.256], [-0.660, 1.997, -0.010], [1.763, 0.904, -0.897]]}

***

{"formula": "C5H8N2O3", "method": "wB97M-V/def2-TZVPD", "smiles": "OC1=C(O)NCC1.N=C=O", "fmax_ha_per_bohr": 0.0828, "charge": 0, "symbols": ["H", "N", "H", "O", "C", "O", "H", "H", "H", "C", "C", "C", "N", "H", "C", "H", "O", "H"], "coordinates": [[1.162, -1.748, 0.909], [0.520, 0.214, 0.958], [-1.250, -0.217, -2.857], [-2.257, -0.535, 1.528], [0.355, -1.130, -0.931], [-0.883, 2.193, 0.174], [-0.322, -2.021, -0.887], [0.050, -0.053, 1.749], [-0.306, 2.788, -0.205], [-2.637, 0.149, 0.702], [-0.407, 0.194, -1.182], [-0.267, 0.939, -0.069], [-3.285, 0.795, -0.020], [1.000, -1.396, -1.773], [1.201, -0.858, 0.290], [-3.321, 1.579, -0.629], [-0.883, 0.551, -2.372], [2.128, -0.574, -0.169]]}

***

{"formula": "C5H8N2OS", "method": "wB97M-V/def2-TZVPD", "fmax_ha_per_bohr": 0.1833, "charge": 0, "symbols": ["H", "O", "H", "C", "H", "S", "C", "H", "H", "C", "H", "N", "H", "C", "H", "N", "C"], "coordinates": [[-3.689, 1.065, -3.098], [-0.988, 0.670, -1.841], [2.727, 1.421, 0.992], [1.021, -1.392, 1.445], [1.217, 0.405, -0.988], [-2.237, 0.914, -1.039], [-3.687, 1.263, -2.025], [1.822, 0.982, 2.463], [0.909, 1.851, 1.211], [0.871, -2.296, 0.420], [0.676, -3.362, 0.565], [1.158, -0.156, 0.844], [-4.715, 1.112, -1.620], [1.071, -0.362, -0.483], [1.327, -1.525, 2.472], [0.827, -1.663, -0.745], [1.689, 1.074, 1.428]]}

***

{"formula": "C5H8N2S", "method": "wB97M-V/def2-TZVPD", "smiles": "C[C@H](S)c1cnc[nH]1", "fmax_ha_per_bohr": 0.1056, "charge": 0, "symbols": ["H", "H", "N", "C", "N", "H", "H", "S", "C", "C", "H", "C", "H", "C", "H", "H"], "coordinates": [[-1.629, -0.304, 2.278], [2.361, 1.724, 0.251], [-0.815, -0.194, -0.994], [-1.479, -0.188, 1.154], [-2.557, -0.608, 0.350], [1.612, 0.883, -1.461], [0.747, 2.387, -0.296], [1.868, -1.418, -0.056], [1.031, 0.238, 0.459], [-0.451, 0.003, 0.343], [1.367, -2.171, 1.023], [-2.084, -0.603, -0.857], [-2.490, -1.056, -1.761], [1.382, 1.427, -0.270], [-0.070, -0.522, -1.722], [1.208, 0.403, 1.561]]}

***

{"formula": "C5H8N2S", "method": "wB97M-V/def2-TZVPD", "smiles": "CS/C(N)=C(\\C)C#N", "fmax_ha_per_bohr": 0.1869, "charge": 0, "symbols": ["S", "C", "H", "C", "H", "H", "H", "N", "C", "H", "N", "C", "H", "H", "H", "C"], "coordinates": [[1.901, -0.860, -0.657], [-0.845, -0.051, -0.588], [-0.123, 2.014, 0.330], [-0.539, 1.485, -0.621], [3.044, 0.909, 0.924], [0.420, 1.674, -1.335], [-1.402, -2.350, 0.606], [-0.385, -2.395, -0.114], [0.148, -1.117, -0.587], [1.669, 0.171, 1.472], [-3.435, -0.317, -0.068], [2.010, 0.647, 0.524], [0.062, -2.930, 0.713], [-1.656, 2.073, -0.762], [1.304, 1.454, 0.323], [-2.173, -0.406, -0.161]]}

***

Taking the records one at a time from the top gives energy above the lowest of the compared OMol25 structures with the same formula, charge and spin values of 830.4, 94.4, 233.6, 453.4, 240.5, 526.9 kJ/mol.